[1]
Entry from the OMol25 dataset: a molecular structure, C11H13BClNSn in a non-equilibrium geometry (ωB97M-V/def2-TZVPD).

Values from the calculation:
net charge	-2
HOMO	-0.0084	Ha
ΔE to the lowest compared entry with this formula, charge and spin	0.0	kcal/mol

Element x y z (Å)
C: -2.98354 -1.00799 -0.65918
C: -2.23675 -1.20238 -1.88056
C: -1.58321 0.01131 -2.18462
H: -2.26261 -2.10427 -2.50760
C: -1.95788 0.97444 -1.20886
C: -2.83666 0.38239 -0.28751
H: -3.38981 0.90668 0.51202
H: -3.69276 -1.72329 -0.21547
H: -0.97517 0.18989 -3.05547
H: -1.66822 2.03407 -1.21986
Sn: -0.81982 -1.51709 0.62601
Cl: -0.94146 -3.25232 2.23063
C: 3.26220 0.55985 -0.65587
C: 2.56723 1.71757 -1.14459
C: 1.93422 1.39400 -2.37774
H: 2.65143 2.72507 -0.75094
C: 2.22600 0.01761 -2.65870
C: 3.02781 -0.50331 -1.58222
H: 3.36128 -1.53823 -1.46193
H: 3.85162 0.49299 0.26431
H: 1.32095 2.05729 -2.97589
H: 1.88421 -0.52517 -3.52973
B: -0.03432 -0.03624 4.96820
C: -0.26464 -0.16194 3.46846
N: -0.47844 -0.12232 2.29875
H: 1.04844 -0.48179 5.35449
H: -0.96540 -0.49506 5.60113
H: -0.04471 1.20825 5.03275

[2]
Entry from the OMol25 dataset: a molecular structure, C11H13BeN3O5P in a non-equilibrium geometry (ωB97M-V/def2-TZVPD).

Values from the calculation:
net charge	+1
HOMO	-0.4378	Ha
ΔE to the lowest compared entry with this formula, charge and spin	1.4	kcal/mol

Element x y z (Å)
O: -0.76321 3.38541 -5.73850
C: -0.65663 2.25852 -5.51755
Be: 0.51830 0.88781 -1.79206
O: -0.51770 3.59758 -1.58075
C: -0.07027 2.53574 -1.65888
C: -0.54381 -0.71398 -3.18248
O: -0.93701 -1.86026 -3.23260
C: 1.97282 0.28807 -2.23082
O: 3.00870 -0.14400 -2.53386
C: -1.22682 0.40197 -2.42328
O: -2.35075 0.77759 -2.54788
H: 0.39126 -0.28820 -3.71933
C: 1.20203 -1.56526 2.27872
N: 1.22199 -0.07638 2.50751
C: -0.04908 0.33666 3.11063
N: -1.23147 -0.06432 2.29751
C: -1.20389 -1.52830 2.09748
N: 0.06188 -2.00050 1.47290
C: 0.15991 -1.59937 0.07716
P: 0.18015 0.22477 0.11031
C: 1.53019 0.64476 1.27579
C: -1.32135 0.67315 1.03654
H: 1.13748 -2.03959 3.26756
H: 2.13488 -1.85442 1.77850
H: -0.04371 1.42808 3.19982
H: -0.14733 -0.15232 4.09317
H: -2.04401 -1.81272 1.45351
H: -1.29789 -2.00145 3.08451
H: 1.08730 -1.96391 -0.38181
H: -0.68439 -1.96075 -0.52756
H: 1.56130 1.73335 1.43556
H: 2.48905 0.32603 0.83740
H: -2.20868 0.36214 0.46684
H: -1.35925 1.76410 1.18595

[3]
Entry from the OMol25 dataset: a molecular structure, C11H13BrO in a non-equilibrium geometry (ωB97M-V/def2-TZVPD).

Values from the calculation:
HOMO	-0.3094	Ha
ΔE to the lowest compared entry with this formula, charge and spin	0.0	kcal/mol

Element x y z (Å)
Br: -1.96129 -4.44948 -1.55770
H: -1.32403 -3.16601 -0.70239
O: -1.32601 -2.04429 -0.54822
C: -0.53828 -1.22535 -0.00024
C: 0.96509 -1.29783 -0.01013
C: 1.66848 -0.37001 -1.04820
C: 3.14474 -0.30830 -0.79767
C: 3.89647 0.78618 -0.87014
C: -1.20143 -0.03390 0.47688
C: -0.48175 1.08747 0.90954
C: -1.14689 2.23765 1.31865
C: -2.53633 2.23989 1.32645
C: -3.26150 1.19505 0.77397
C: -2.61020 0.04054 0.38419
H: 1.30348 -1.02046 0.98718
H: 1.26251 -2.32270 -0.22047
H: 1.47027 -0.83512 -2.03033
H: 1.21018 0.62678 -1.07055
H: 3.54734 -1.27643 -0.49536
H: 4.96101 0.73585 -0.75256
H: 3.47797 1.75199 -1.04499
H: 0.58956 1.04430 0.92431
H: -0.57124 3.11542 1.62278
H: -3.06466 3.08629 1.74574
H: -4.33059 1.23124 0.63942
H: -3.14291 -0.82882 0.03985

[4]
Entry from the OMol25 dataset: a molecular structure, C11H13Cl9F12MgNaO12S4 in a non-equilibrium geometry (ωB97M-V/def2-TZVPD).

Values from the calculation:
HOMO (spin up / spin down)	-0.3691 / -0.3691	Ha
multiplicity	2

Element x y z (Å)
Na: -2.61533 -1.20032 2.67086
Mg: -0.19740 -2.59616 -1.32474
C: 3.62220 -4.53061 -0.74804
F: 4.71261 -5.14118 -1.10845
F: 2.80634 -5.26514 -0.02550
F: 4.09421 -3.44560 -0.06118
S: 2.67413 -4.03840 -2.32351
O: 2.10801 -5.33570 -2.78592
O: 1.60764 -3.09893 -1.76791
O: 3.67125 -3.47342 -3.22770
C: -4.66779 -1.46165 -1.81064
F: -4.49143 -0.17093 -1.64405
F: -5.96887 -1.64930 -1.57685
F: -4.28813 -1.81825 -3.02273
S: -3.59975 -2.46351 -0.47992
O: -4.00741 -3.87610 -0.49041
O: -2.18293 -2.34996 -0.91735
O: -3.87681 -1.81238 0.80425
C: 0.23216 -5.07848 2.46887
F: 0.67271 -6.18496 1.86962
F: -0.36467 -5.46152 3.56926
F: 1.21168 -4.18688 2.65828
S: -1.03275 -4.35349 1.28573
O: -1.49115 -3.14782 2.08342
O: -0.28299 -3.90245 0.06556
O: -2.13061 -5.26743 0.97674
C: 1.86146 -0.03270 1.58742
F: 1.89995 -1.23788 2.16040
F: 2.02766 0.89567 2.48624
F: 2.82772 0.14114 0.70601
S: 0.15867 0.06621 0.60012
O: 0.22720 1.35131 -0.10660
O: 0.21592 -1.17692 -0.23993
O: -0.86142 0.10782 1.62685
Cl: 0.85079 2.45724 -3.90068
C: -0.56147 1.52277 -4.54165
C: -1.31120 0.72495 -3.38427
Cl: -0.52742 -0.83771 -3.05854
H: -0.24492 0.75057 -5.24279
H: -1.22874 2.26942 -4.97220
H: -2.29578 0.42403 -3.74225
H: -1.44470 1.25748 -2.44263
Cl: 0.90237 5.40389 2.78047
C: 1.09970 3.80268 3.66689
C: 1.79957 3.96680 5.02973
Cl: 3.50571 4.36137 4.64863
H: 1.63299 3.07993 3.04937
H: 0.10578 3.37403 3.79526
H: 1.73185 3.03416 5.58981
H: 1.31321 4.77390 5.57758
Cl: -2.65104 5.23771 1.36703
C: -1.67815 4.05073 0.46533
C: -1.89105 4.16068 -1.02829
Cl: -3.42184 3.29716 -1.44434
H: -2.01137 3.07855 0.82856
H: -0.65180 4.27085 0.75901
H: -1.12604 3.71165 -1.66173
H: -1.85133 5.16808 -1.44262
C: 3.03145 3.45454 -0.96788
Cl: 3.69838 3.26964 0.68047
Cl: 4.35830 3.89179 -2.19282
Cl: 1.78345 4.71970 -0.99857
H: 2.51151 2.51919 -1.17498